(1)
20
Properties=species:S:1:pos:R:3:forces:R:3:mulliken_charge:R:1 method="wB97M-V/def2-TZVPD" total_energy_ha=-838.34968 fmax_ev_per_a=5.67 relative_energy_kj_mol=249.79 lumo_energy_ev=0.6 orbital_gap_ev=8.732 smiles="CC(=O)Nc1ccc(S)cc1"
H 4.249 -0.329 -0.640 3.24 -2.13 -1.67 0.4010
H -4.661 -0.979 1.184 0.48 0.30 -0.40 0.1363
H 1.826 1.453 0.258 -1.86 -1.81 -0.01 0.2907
C -2.859 -0.152 -0.114 5.65 -0.47 0.02 -0.0802
C 3.620 0.188 -0.068 -0.11 2.81 2.33 -1.3415
H 3.756 0.105 1.032 1.02 -0.05 -0.56 0.3233
N 1.346 0.503 0.362 1.51 -2.92 -2.08 -0.2586
H -2.943 1.847 -0.633 0.93 0.04 0.55 0.2866
C -1.910 -1.221 -0.036 -2.67 -2.30 0.94 -0.0883
C 2.355 -0.542 -0.105 -2.71 1.69 0.68 0.8204
H 3.806 1.311 -0.297 -1.24 -1.84 0.12 0.3115
S -4.484 -0.433 -0.054 -3.84 -0.36 -0.05 -0.3343
C -0.813 1.344 -0.090 -3.58 1.35 -2.28 -0.5556
H -0.529 2.431 -0.264 0.08 -1.70 0.61 0.2271
C -0.020 0.254 -0.013 1.22 0.85 1.31 0.7152
H -2.267 -2.289 0.204 0.33 1.72 -0.81 0.2283
C -2.218 1.063 -0.328 -0.97 1.48 0.46 -0.2437
C -0.588 -1.055 -0.068 0.43 4.16 0.29 -0.9823
H 0.117 -1.754 -0.037 2.11 -3.43 0.29 0.7264
O 2.218 -1.745 -0.292 -0.02 2.60 0.28 -0.5824

(2)
21
Properties=species:S:1:pos:R:3:forces:R:3:mulliken_charge:R:1 method="wB97M-V/def2-TZVPD" total_energy_ha=-877.01638 fmax_ev_per_a=8.87 relative_energy_kj_mol=757.00 lumo_energy_ev=-1.8 orbital_gap_ev=6.930 smiles="CP(C)C1=CC(=O)C=C(O)C1=O"
O -2.204 -2.526 2.003 6.25 3.07 -4.64 -0.5117
P 0.116 1.807 -0.725 0.44 -0.22 -0.73 0.1834
H -2.122 2.571 0.410 1.97 0.95 -0.86 0.2989
H 2.303 3.033 0.074 -1.20 -2.03 0.40 0.3151
H 2.425 1.077 0.016 -1.32 2.25 0.71 0.2797
C -0.875 -0.415 1.069 1.31 -0.69 -4.72 -0.2099
C -1.115 3.051 0.042 -0.32 0.80 1.08 -0.8780
C 0.302 -2.660 -0.982 -1.25 0.12 3.78 0.2895
H -1.322 3.887 -0.781 0.38 -1.96 1.85 0.2971
C 1.756 2.023 0.302 -0.52 -1.20 1.04 -0.9210
C -1.220 -2.041 1.240 -2.98 -1.69 2.59 0.1826
O 1.236 -3.456 -1.793 -0.91 2.71 2.06 -0.4774
O -0.597 -0.943 -2.806 2.17 -1.50 8.47 -0.4976
H -0.985 0.375 1.925 0.04 -1.86 -1.76 0.3173
C -0.282 -1.187 -1.517 -0.80 0.83 -4.72 0.2552
C -0.397 -0.027 -0.318 -1.50 -1.69 4.33 0.2273
H -0.595 3.565 0.973 -1.17 -0.96 -1.85 0.2650
H 1.409 1.929 1.440 1.25 0.34 -2.26 0.2732
H 0.231 -4.058 0.834 -1.27 2.13 -0.68 0.3290
H 2.116 -2.955 -1.808 -1.89 -0.83 0.00 0.3523
C -0.181 -3.049 0.403 1.35 1.44 -4.07 -0.3701

(3)
21
Properties=species:S:1:pos:R:3:forces:R:3:mulliken_charge:R:1 method="wB97M-V/def2-TZVPD" total_energy_ha=-610.69620 fmax_ev_per_a=5.43 relative_energy_kj_mol=363.83 lumo_energy_ev=-5.1 total_charge=+1 orbital_gap_ev=7.360
H -3.613 -1.609 -0.021 -2.54 0.81 0.24 0.3551
O 0.222 -2.341 -0.135 -1.60 -0.90 -0.06 -0.3672
H 1.146 -2.534 0.158 1.19 0.76 -0.21 0.4801
H 1.632 2.354 -0.055 -1.67 0.25 0.28 0.3094
H -1.677 1.142 -0.400 0.94 1.38 -0.22 0.3378
H 5.818 0.460 -0.407 0.67 -0.55 -1.69 0.2618
C -2.088 0.552 0.368 3.98 -3.33 1.60 -1.2135
O 4.063 -0.343 -0.146 0.32 -2.95 -2.75 -0.1893
O 0.514 -0.095 0.123 -1.53 -0.28 0.27 -0.2104
C 2.874 -0.797 0.055 -3.27 -2.11 0.08 0.8398
H -2.388 -2.745 -0.563 0.30 -1.52 -0.16 0.3078
C 2.230 1.493 -0.195 -2.40 -0.75 -0.05 -1.1291
C -0.231 -1.181 0.003 -0.12 0.65 -0.55 0.9088
C -2.625 -1.803 -0.175 2.60 -0.82 -0.51 -1.0577
H -3.079 0.549 0.227 -3.79 0.39 0.25 0.4763
O 2.599 -1.980 0.300 1.68 1.39 0.25 -0.6760
C 4.968 0.413 0.223 0.73 2.84 3.97 -0.2243
C 1.814 0.204 -0.145 2.83 1.83 0.39 0.7761
H 3.117 1.942 -0.489 2.27 -0.59 -0.34 0.2535
C -1.675 -0.909 0.030 0.10 2.02 0.29 0.4630
H -1.706 0.570 1.427 -0.70 1.48 -1.06 0.2981